[1]
{
  "formula": "C5H12IN2",
  "method": "ωB97M-V with the def2-TZVPD basis set",
  "e_lumo_ev": -4.18,
  "charge": 1,
  "orbital_gap_ha": 0.331,
  "relative_energy_kj_mol": 146.50,
  "fmax_ev_per_a": 5.7,
  "homo_energy_ev": -13.2,
  "species": ["C", "C", "C", "C", "C", "N", "N", "I", "H", "H", "H", "H", "H", "H", "H", "H", "H", "H", "H", "H"],
  "xyz": [[0.110, -1.752, -0.420], [-1.316, -0.999, -0.211], [1.089, -0.621, -0.322], [-1.104, 0.376, -0.908], [0.328, 0.620, -0.660], [0.027, 0.725, 1.858], [0.863, 1.734, -0.906], [1.909, 0.826, 2.941], [0.275, -2.510, 0.402], [0.080, -2.365, -1.352], [-2.200, -1.554, -0.640], [-1.643, -0.766, 0.808], [1.567, -0.517, 0.677], [1.952, -0.717, -1.057], [-1.184, 0.216, -2.016], [-1.842, 1.120, -0.630], [-0.482, 1.619, 2.001], [1.880, 2.177, -0.588], [-0.553, -0.048, 2.329], [0.244, 2.435, -1.307]]
}

[2]
{
  "formula": "C6H7NO",
  "method": "ωB97M-V with the def2-TZVPD basis set",
  "e_lumo_ev": 0.48,
  "charge": 0,
  "orbital_gap_ha": 0.378,
  "relative_energy_kj_mol": 208.55,
  "fmax_ev_per_a": 2.4,
  "homo_energy_ev": -9.8,
  "smiles": "C/C(C#N)=C\\[C@H]1CO1",
  "species": ["C", "C", "C", "C", "C", "C", "H", "H", "H", "H", "H", "H", "H", "N", "O"],
  "xyz": [[0.964, 1.487, -0.101], [1.163, 0.031, -0.128], [0.218, -0.836, -0.423], [-1.272, -0.716, -0.491], [-2.121, -0.506, 0.698], [2.543, -0.347, 0.072], [1.125, 1.813, 0.980], [-0.073, 1.765, -0.391], [1.736, 2.022, -0.715], [0.492, -1.833, -0.651], [-1.660, -1.363, -1.247], [-1.667, -0.252, 1.673], [-3.021, -1.098, 0.841], [3.652, -0.685, 0.169], [-2.080, 0.517, -0.284]]
}

[3]
{
  "formula": "C19H33BCl2F2InN5O3",
  "method": "ωB97M-V with the def2-TZVPD basis set",
  "e_lumo_ev": 0.27,
  "charge": 0,
  "orbital_gap_ha": 0.282,
  "relative_energy_kj_mol": 256.14,
  "fmax_ev_per_a": 1.3,
  "homo_energy_ev": -7.4,
  "species": ["In", "C", "C", "C", "C", "C", "C", "C", "C", "C", "C", "H", "H", "H", "H", "H", "H", "H", "H", "H", "H", "H", "H", "H", "H", "H", "N", "C", "C", "C", "N", "H", "H", "H", "H", "H", "H", "H", "H", "H", "H", "Cl", "C", "Cl", "C", "O", "O", "H", "F", "B", "F", "C", "N", "C", "C", "O", "N", "C", "N", "H", "H", "H", "H", "H", "H", "H"],
  "xyz": [[-0.880, 0.734, 0.495], [-1.282, -1.499, 2.470], [-0.315, -0.409, 2.402], [0.912, -1.034, 1.877], [0.637, -2.345, 1.566], [-0.727, -2.633, 1.934], [-1.386, -3.970, 1.763], [1.566, -3.335, 0.927], [2.279, -0.424, 1.916], [-0.279, 0.621, 3.541], [-2.603, -1.394, 3.172], [-2.454, -3.922, 1.981], [-0.955, -4.720, 2.433], [-1.275, -4.359, 0.746], [1.572, -3.263, -0.167], [1.281, -4.360, 1.173], [2.596, -3.200, 1.261], [2.285, 0.624, 1.614], [2.974, -1.007, 1.305], [2.676, -0.452, 2.936], [-0.546, 1.639, 3.264], [0.728, 0.691, 3.954], [-0.942, 0.302, 4.347], [-3.373, -2.021, 2.715], [-2.968, -0.365, 3.198], [-2.522, -1.714, 4.216], [-0.822, -1.156, -0.799], [-1.775, -1.564, -1.849], [-3.202, -1.670, -1.331], [-3.844, -0.337, -0.961], [-3.441, 0.101, 0.386], [0.127, -1.110, -1.162], [-0.816, -1.851, -0.048], [-1.467, -2.533, -2.253], [-1.732, -0.833, -2.653], [-3.233, -2.356, -0.474], [-3.809, -2.135, -2.111], [-4.932, -0.422, -1.037], [-3.528, 0.436, -1.665], [-3.681, -0.610, 1.066], [-3.954, 0.940, 0.645], [-0.479, 4.288, -0.776], [1.223, 3.663, -0.595], [2.307, 4.816, -1.373], [1.513, 3.333, 0.901], [2.210, 4.094, 1.549], [0.932, 2.255, 1.209], [1.215, 2.752, -1.170], [-2.351, 3.299, 1.064], [-1.849, 2.710, -0.054], [-2.722, 2.754, -1.099], [4.154, 2.193, -3.602], [2.930, 1.535, -3.204], [1.635, 1.790, -3.808], [0.697, 1.141, -2.793], [-0.512, 1.124, -2.866], [1.444, 0.628, -1.749], [2.708, 0.954, -2.010], [3.694, 0.713, -1.138], [4.128, 2.357, -4.677], [5.012, 1.553, -3.393], [4.282, 3.157, -3.102], [1.535, 1.326, -4.790], [1.422, 2.859, -3.887], [3.406, 0.429, -0.214], [4.573, 1.192, -1.220]]
}

[4]
{
  "formula": "C50H98Li5O22P",
  "method": "ωB97M-V with the def2-TZVPD basis set",
  "e_lumo_ev": 0.22,
  "charge": 0,
  "orbital_gap_ha": 0.329,
  "fmax_ev_per_a": 4.8,
  "homo_energy_ev": -8.7,
  "species": ["Li", "Li", "Li", "Li", "Li", "P", "O", "O", "O", "O", "O", "C", "O", "O", "H", "O", "C", "O", "O", "H", "C", "C", "C", "O", "C", "H", "H", "H", "H", "H", "H", "H", "H", "C", "C", "C", "O", "C", "H", "H", "H", "H", "H", "H", "H", "H", "C", "C", "C", "O", "C", "H", "H", "H", "H", "H", "H", "H", "H", "C", "C", "C", "O", "C", "H", "H", "H", "H", "H", "H", "H", "H", "C", "C", "C", "O", "C", "H", "H", "H", "H", "H", "H", "H", "H", "C", "C", "C", "O", "C", "H", "H", "H", "H", "H", "H", "H", "H", "C", "C", "C", "O", "C", "H", "H", "H", "H", "H", "H", "H", "H", "C", "C", "C", "O", "C", "H", "H", "H", "H", "H", "H", "H", "H", "C", "C", "C", "O", "C", "H", "H", "H", "H", "H", "H", "H", "H", "C", "C", "C", "O", "C", "H", "H", "H", "H", "H", "H", "H", "H", "C", "C", "C", "O", "C", "H", "H", "H", "H", "H", "H", "H", "H", "C", "C", "C", "O", "C", "H", "H", "H", "H", "H", "H", "H", "H"],
  "xyz": [[-0.229, 0.563, -2.205], [-0.048, -2.708, 1.432], [-1.292, -2.700, -1.167], [1.869, -2.073, -0.796], [-2.293, 0.120, 0.123], [-0.062, -0.767, -0.171], [-0.471, 0.747, -0.316], [1.039, -1.260, 0.774], [0.242, -1.283, -1.538], [-1.282, -1.578, 0.332], [1.170, -6.110, -0.502], [1.106, -4.767, -0.523], [2.049, -4.114, -0.963], [0.129, -4.185, -0.125], [2.018, -6.260, -0.925], [-3.932, 1.314, -3.568], [-2.913, 0.867, -2.861], [-3.062, 0.276, -1.784], [-1.775, 0.999, -3.388], [-3.418, 1.620, -4.319], [-0.916, -2.947, 5.354], [-1.548, -1.586, 5.103], [-1.745, -1.569, 3.577], [-1.221, -2.855, 3.110], [-1.357, -3.746, 4.199], [-1.132, -3.426, 6.309], [0.168, -2.843, 5.326], [-0.948, -0.761, 5.486], [-2.571, -1.587, 5.480], [-1.178, -0.772, 3.096], [-2.788, -1.468, 3.276], [-0.668, -4.590, 4.167], [-2.351, -4.192, 4.171], [4.838, 5.615, 1.628], [3.482, 5.430, 1.127], [3.300, 3.935, 1.155], [4.552, 3.455, 0.718], [5.533, 4.432, 0.954], [4.766, 5.589, 2.715], [5.342, 6.553, 1.394], [3.262, 5.845, 0.144], [2.720, 5.911, 1.741], [2.524, 3.577, 0.479], [3.080, 3.537, 2.145], [5.822, 4.818, -0.024], [6.411, 4.109, 1.513], [-0.037, -2.263, -4.679], [-1.543, -2.387, -5.046], [-2.133, -2.702, -3.663], [-1.131, -3.442, -3.049], [0.121, -3.439, -3.747], [0.179, -1.325, -4.168], [0.582, -2.322, -5.574], [-1.746, -3.253, -5.676], [-1.958, -1.469, -5.462], [-3.019, -3.304, -3.862], [-2.398, -1.799, -3.112], [0.233, -4.343, -4.345], [0.963, -3.290, -3.071], [2.700, 3.357, -3.327], [2.000, 2.753, -4.628], [1.931, 1.228, -4.377], [1.569, 1.299, -3.005], [2.518, 2.194, -2.331], [2.189, 4.244, -2.953], [3.735, 3.648, -3.506], [2.530, 3.006, -5.547], [0.995, 3.128, -4.820], [2.850, 0.714, -4.657], [1.144, 0.833, -5.018], [3.492, 1.730, -2.172], [2.115, 2.551, -1.384], [-0.144, 4.277, -0.154], [-0.963, 5.214, 0.681], [-1.411, 6.098, -0.437], [-1.762, 5.195, -1.500], [-1.064, 3.956, -1.344], [0.100, 3.430, 0.488], [0.827, 4.667, -0.459], [-0.328, 5.781, 1.362], [-1.735, 4.694, 1.247], [-0.587, 6.706, -0.810], [-2.233, 6.761, -0.167], [-0.438, 3.662, -2.186], [-1.728, 3.151, -1.029], [3.299, -5.363, -4.710], [3.114, -4.169, -5.662], [3.614, -3.071, -4.856], [4.713, -3.600, -4.181], [4.469, -4.961, -3.813], [3.533, -6.302, -5.211], [2.389, -5.459, -4.118], [2.133, -4.093, -6.132], [3.822, -4.327, -6.475], [2.903, -2.738, -4.100], [3.943, -2.197, -5.418], [4.282, -5.108, -2.749], [5.291, -5.612, -4.108], [2.733, -4.834, 4.061], [2.970, -3.336, 4.361], [2.423, -2.624, 3.107], [1.439, -3.544, 2.622], [1.914, -4.857, 2.753], [2.152, -5.303, 4.855], [3.632, -5.430, 3.901], [4.031, -3.169, 4.550], [2.433, -2.923, 5.214], [3.213, -2.435, 2.381], [1.940, -1.669, 3.316], [2.410, -5.241, 1.862], [1.088, -5.561, 2.863], [-3.593, -5.012, 1.032], [-4.570, -3.867, 0.970], [-4.116, -3.033, -0.234], [-3.012, -3.731, -0.797], [-3.041, -5.101, -0.395], [-3.983, -5.971, 1.374], [-2.767, -4.712, 1.677], [-4.491, -3.311, 1.905], [-5.591, -4.216, 0.820], [-3.907, -1.986, -0.018], [-4.904, -3.022, -0.987], [-2.078, -5.606, -0.318], [-3.599, -5.732, -1.086], [-5.817, 4.750, -0.295], [-4.946, 3.821, -1.062], [-5.216, 4.108, -2.535], [-5.966, 5.342, -2.525], [-5.765, 6.005, -1.270], [-5.585, 4.999, 0.741], [-6.818, 4.319, -0.300], [-5.236, 2.801, -0.810], [-3.894, 4.071, -0.928], [-5.757, 3.297, -3.023], [-4.287, 4.279, -3.080], [-6.505, 6.760, -1.003], [-4.829, 6.558, -1.184], [5.094, 0.433, 0.380], [5.721, -0.916, 0.149], [4.731, -1.613, -0.827], [3.514, -0.917, -0.712], [3.622, -0.006, 0.319], [5.234, 1.178, -0.403], [5.384, 0.857, 1.342], [5.691, -1.447, 1.100], [6.750, -0.877, -0.209], [4.648, -2.693, -0.708], [5.000, -1.422, -1.866], [3.382, -0.479, 1.271], [2.918, 0.803, 0.126], [-4.636, 2.442, 2.631], [-5.670, 1.434, 2.337], [-4.874, 0.197, 2.249], [-3.755, 0.565, 1.491], [-3.445, 1.886, 1.853], [-4.380, 2.505, 3.688], [-5.042, 3.398, 2.301], [-6.193, 1.672, 1.411], [-6.533, 1.378, 3.000], [-5.440, -0.672, 1.914], [-4.527, -0.080, 3.244], [-3.296, 2.502, 0.966], [-2.552, 1.953, 2.474], [-0.459, 2.704, 4.480], [0.268, 2.523, 3.195], [1.459, 1.799, 3.637], [1.813, 2.561, 4.806], [0.619, 2.840, 5.533], [-1.025, 1.801, 4.709], [-1.129, 3.561, 4.411], [0.592, 3.475, 2.776], [-0.402, 2.019, 2.498], [2.308, 1.843, 2.956], [1.242, 0.772, 3.930], [0.662, 3.882, 5.850], [0.453, 2.146, 6.356]]
}